The following is a DFT calculation (ωB97M-V/def2-TZVPD) of C42H32AsN3O6P2SSe2V as an isolated structure.

```
90
Properties=species:S:1:pos:R:3
V -1.5994 -1.9098 -0.8836
O -3.5325 -3.2893 1.7460
As -4.2835 -1.8803 0.9838
O -5.1613 -1.1353 2.1420
O -3.0323 -1.0134 0.2418
C -5.4820 -2.6927 -0.3189
C -6.7873 -2.7704 0.1459
C -7.7815 -3.3737 -0.6178
C -7.4782 -3.8989 -1.8577
C -6.1772 -3.8193 -2.3432
C -5.1911 -3.2176 -1.5831
S -3.5616 -3.1277 -2.2824
O -3.5408 -3.9202 -3.4703
O -2.6651 -3.6278 -1.1716
O -3.2298 -1.7017 -2.4073
H -3.8519 -3.2528 2.6592
H -7.0134 -2.3381 1.1134
H -8.7931 -3.4292 -0.2356
H -8.2488 -4.3686 -2.4556
H -5.9163 -4.2199 -3.3130
Se 2.4228 2.1253 3.1358
P 1.5854 2.7297 1.2975
C 2.8405 3.0140 0.0089
C 3.9418 3.8073 0.3258
C 4.9304 4.0332 -0.6146
C 4.8362 3.4566 -1.8770
C 3.7463 2.6643 -2.1964
C 2.7435 2.4471 -1.2578
C 0.6934 4.3089 1.4052
C 0.3613 4.8297 2.6479
C -0.3186 6.0370 2.7365
C -0.6600 6.7260 1.5845
C -0.3209 6.2110 0.3390
C 0.3538 5.0063 0.2461
C 0.4464 1.5809 0.5268
C 0.2879 0.1979 0.5308
N -0.6442 -0.0681 -0.4084
N -1.0477 1.0686 -0.9391
N -0.3895 2.0697 -0.4132
P 0.7624 -1.1414 1.6059
Se -0.0703 -2.9866 0.8690
C 2.5516 -1.2953 1.6915
C 3.3591 -0.5641 0.8297
C 4.7329 -0.7433 0.8425
C 5.3041 -1.6543 1.7169
C 4.4983 -2.4025 2.5661
C 3.1242 -2.2339 2.5468
C 0.0414 -0.7557 3.2121
C 0.7588 -0.6961 4.3995
C 0.0895 -0.4604 5.5914
C -1.2861 -0.2778 5.5938
C -2.0014 -0.3241 4.4041
C -1.3405 -0.5651 3.2122
H 4.0284 4.2313 1.3196
H 5.7820 4.6521 -0.3616
H 5.6163 3.6255 -2.6089
H 3.6585 2.2055 -3.1730
H 1.8893 1.8404 -1.5332
H 0.6410 4.2828 3.5399
H -0.5810 6.4348 3.7084
H -1.1924 7.6666 1.6530
H -0.5897 6.7440 -0.5639
H 0.5998 4.5975 -0.7244
H 2.9194 0.1433 0.1400
H 5.3512 -0.1637 0.1692
H 6.3780 -1.7910 1.7323
H 4.9396 -3.1281 3.2371
H 2.5004 -2.8472 3.1864
H 1.8356 -0.7976 4.3970
H 0.6470 -0.4048 6.5177
H -1.8023 -0.0908 6.5273
H -3.0750 -0.1842 4.3912
H -1.9013 -0.6096 2.2836
C 1.8553 0.5983 -5.0586
C 0.6584 0.9985 -4.4240
C -0.0099 0.1325 -3.6039
C 0.4660 -1.1825 -3.3544
C -0.2450 -2.0882 -2.4971
C 0.1707 -3.4023 -2.5340
C 1.3176 -3.8329 -3.2436
C 2.0620 -2.9416 -3.9541
C 1.6315 -1.5933 -4.0491
C 2.3230 -0.6705 -4.8756
H 2.3823 1.2888 -5.7073
H 0.2569 1.9900 -4.5961
H -0.9354 0.4373 -3.1426
H -0.3633 -4.1649 -1.9745
H 1.6030 -4.8780 -3.2060
H 2.9557 -3.2489 -4.4855
H 3.2206 -1.0074 -5.3835
```

## Properties
Net charge ... -1
E_HOMO (spin up / spin down) ... -5.160 / -5.279 eV
LUMO (spin up / spin down) ... 2.3 / 2.3 eV
Spin multiplicity ... 3
Energy relative to the best compared isomer or geometry (same formula, charge and spin) ... 0.0 kcal per mole
Gap between HOMO and LUMO (spin up / spin down) ... 0.272 / 0.277 Ha

Löwdin charges, unit e, in atom order:
1. V 0.656
2. O -0.267
3. As 0.898
4. O -0.467
5. O -0.533
6. C -0.213
7. C -0.088
8. C -0.077
9. C -0.076
10. C -0.055
11. C -0.251
12. S 0.530
13. O -0.265
14. O -0.428
15. O -0.338
16. H 0.041
17. H 0.095
18. H 0.101
19. H 0.102
20. H 0.109
21. Se 0.347
22. P 0.555
23. C -0.350
24. C -0.099
25. C -0.086
26. C -0.088
27. C -0.066
28. C -0.080
29. C -0.337
30. C -0.107
31. C -0.087
32. C -0.092
33. C -0.080
34. C -0.083
35. C -0.422
36. C -0.398
37. N -0.122
38. N -0.004
39. N 0.033
40. P 0.693
41. Se 0.562
42. C -0.368
43. C -0.089
44. C -0.064
45. C -0.080
46. C -0.079
47. C -0.104
48. C -0.352
49. C -0.131
50. C -0.086
51. C -0.082
52. C -0.058
53. C -0.074
54. H 0.095
55. H 0.100
56. H 0.099
57. H 0.096
58. H 0.095
59. H 0.052
60. H 0.100
61. H 0.098
62. H 0.101
63. H 0.100
64. H 0.084
65. H 0.108
66. H 0.100
67. H 0.102
68. H 0.109
69. H 0.082
70. H 0.101
71. H 0.099
72. H 0.107
73. H 0.081
74. C -0.120
75. C -0.097
76. C -0.049
77. C -0.168
78. C -0.164
79. C -0.167
80. C -0.086
81. C -0.059
82. C -0.179
83. C -0.060
84. H 0.092
85. H 0.098
86. H 0.086
87. H 0.070
88. H 0.097
89. H 0.100
90. H 0.101

The following is a DFT calculation (ωB97M-V/def2-TZVPD) of C7H28CaN15O10 as an isolated structure.

```
61
Properties=species:S:1:pos:R:3
Ca -0.3888 0.4409 3.7273
N 0.2112 -0.2792 0.2170
O 0.5588 0.4650 -0.6650
O 0.2948 -0.0745 1.3743
O -0.3272 -1.3495 -0.0859
C -0.9139 2.5649 -4.3793
O -2.0069 2.4571 -4.8532
N -0.1511 3.5206 -4.8325
N -0.3655 1.7024 -3.5592
H -0.3539 3.8731 -5.7571
H 0.7803 3.2996 -4.5106
H -1.0126 0.9280 -3.5190
H 0.6300 1.6189 -3.4104
C 4.2101 -0.6675 -0.2728
O 4.8525 -1.0502 0.6815
N 3.0538 -1.0817 -0.5061
N 4.6499 0.1285 -1.2623
H 2.3614 -0.6035 -1.0646
H 2.7281 -1.8459 0.0683
H 5.5527 0.5690 -1.3671
H 4.0295 0.4956 -1.9697
C 1.5201 -3.5653 2.1843
O 2.1248 -3.4239 1.1636
N 1.9268 -4.2325 3.2404
N 0.4251 -2.9891 2.3474
H 2.8507 -3.9367 3.5213
H 1.2302 -4.5181 3.9137
H 0.2225 -2.4631 1.5094
H 0.0607 -2.7638 3.2621
C -0.1488 -2.8960 -3.0651
O -0.1218 -3.4909 -4.1693
N -1.0873 -2.0553 -2.8254
N 0.7521 -2.9387 -2.1585
H -1.2554 -1.5553 -1.9641
H -1.8747 -2.1066 -3.4558
H 1.5237 -3.5299 -2.4327
H 0.8496 -2.2023 -1.4741
C 1.2810 3.7960 0.8575
O 1.1947 4.8993 1.3836
N 0.8015 3.3767 -0.3010
N 1.7823 2.8135 1.5025
H 0.4058 4.1803 -0.7677
H 0.6503 2.4521 -0.6784
H 1.9397 1.9147 1.0693
H 2.1148 3.1467 2.3960
C -2.8339 -1.5928 2.2722
O -1.9982 -0.8444 2.7257
N -3.9979 -1.7976 2.7786
N -2.7513 -2.1612 1.1693
H -4.6375 -2.3402 2.2160
H -4.2238 -1.5040 3.7183
H -3.4590 -2.8749 1.0697
H -1.8960 -1.9293 0.6849
C -2.3132 2.5348 2.0374
O -1.3961 2.0822 2.6413
N -2.4452 2.5390 0.7700
N -3.3669 3.0769 2.5682
H -1.6265 2.1630 0.3134
H -3.2853 2.8671 0.3153
H -3.4106 3.0290 3.5762
H -3.9202 3.7289 2.0309
```

## Properties
E_HOMO (spin up / spin down) ... -5.045 / -9.057 eV
LUMO (spin up / spin down) ... -0.4 / -0.5 eV
Spin multiplicity ... 2
Gap between HOMO and LUMO (spin up / spin down) ... 0.172 / 0.316 Ha

Löwdin charges, unit e, in atom order:
1. Ca 1.065
2. N -0.596
3. O 0.000
4. O -0.092
5. O -0.076
6. C -0.821
7. O 0.048
8. N 0.161
9. N 0.174
10. H 0.126
11. H 0.098
12. H 0.108
13. H 0.107
14. C -0.793
15. O 0.043
16. N 0.180
17. N 0.153
18. H 0.083
19. H 0.080
20. H 0.106
21. H 0.091
22. C -0.826
23. O 0.067
24. N 0.168
25. N 0.189
26. H 0.123
27. H 0.105
28. H 0.074
29. H 0.090
30. C -0.793
31. O -0.016
32. N 0.161
33. N 0.193
34. H 0.077
35. H 0.120
36. H 0.133
37. H 0.061
38. C -0.799
39. O 0.023
40. N 0.165
41. N 0.168
42. H 0.112
43. H 0.053
44. H 0.097
45. H 0.123
46. C -0.810
47. O -0.165
48. N 0.190
49. N 0.224
50. H 0.123
51. H 0.133
52. H 0.141
53. H 0.092
54. C -0.795
55. O -0.156
56. N 0.218
57. N 0.189
58. H 0.115
59. H 0.138
60. H 0.128
61. H 0.126

The following is a DFT calculation (ωB97M-V/def2-TZVPD) of a 12-piece molecular cluster, C29H43N13O3 overall.

```
88
Properties=species:S:1:pos:R:3
C 1.0952 -4.4229 2.5795
C 2.1688 -4.9347 2.4196
O 3.3787 -5.4697 2.3177
C 4.4125 -4.5277 2.2738
O 5.4183 -4.7528 2.8781
N 4.1313 -3.4060 1.4884
C 4.6135 -3.5174 0.1135
C 4.0157 -2.4090 -0.7555
O 3.9987 -2.5003 -1.9595
N 3.5204 -1.2730 -0.0196
C 2.1198 -1.0718 -0.4094
C 4.3641 -0.1112 -0.3618
H 0.2541 -3.7967 2.7468
H 4.4926 -2.5777 1.9385
H 4.3261 -4.4650 -0.3309
H 5.6977 -3.3812 0.0523
H 2.0005 -0.6309 -1.4006
H 1.6138 -2.0377 -0.4107
H 1.5986 -0.4614 0.3187
H 4.0682 0.3767 -1.2918
H 5.3922 -0.4580 -0.4795
H 4.3838 0.5831 0.4734
C -1.4327 0.3827 -2.4498
C -0.6845 0.8260 -1.2827
N -0.0998 1.1768 -0.3628
H -1.4512 -0.7054 -2.4860
H -2.4523 0.7584 -2.3937
H -0.9671 0.7646 -3.3549
C -1.0061 0.5457 -6.6373
C -1.8141 1.5279 -5.9200
N -2.4446 2.3021 -5.3573
H -0.7909 0.8983 -7.6425
H -0.0675 0.3840 -6.1114
H -1.5462 -0.3976 -6.6987
C -0.1303 -2.8130 6.4577
C -0.9627 -2.9671 5.2709
N -1.6127 -3.0918 4.3366
H 0.0420 -1.7562 6.6525
H -0.6278 -3.2586 7.3164
H 0.8253 -3.3099 6.3007
C -5.3620 2.2837 -1.8259
C -6.1784 1.1856 -2.3328
N -6.8190 0.3242 -2.7331
H -5.9910 3.1500 -1.6319
H -4.8705 1.9901 -0.9019
H -4.6025 2.5516 -2.5580
C 3.9345 0.6074 4.1319
C 4.6221 1.2549 3.0210
N 5.1590 1.7410 2.1329
H 4.2797 1.0176 5.0776
H 2.8619 0.7693 4.0473
H 4.1353 -0.4627 4.1117
C -0.9844 5.2528 0.2142
C -1.8068 4.1662 -0.2995
N -2.4539 3.3111 -0.6965
H -1.6067 6.1226 0.4140
H -0.4980 4.9390 1.1354
H -0.2245 5.5160 -0.5184
C -8.6246 4.5841 -2.9870
C -7.9373 5.0780 -1.7986
N -7.3972 5.4644 -0.8632
H -8.6101 3.4951 -2.9979
H -9.6584 4.9228 -2.9821
H -8.1312 4.9555 -3.8828
C 2.4457 2.5518 -8.0598
C 1.5503 1.4972 -8.5191
N 0.8452 0.6654 -8.8696
H 1.8692 3.4397 -7.8072
H 2.9891 2.2155 -7.1790
H 3.1563 2.7982 -8.8457
C -10.2827 3.3057 1.2814
C -10.9657 2.8747 0.0657
N -11.5015 2.5368 -0.8898
H -10.9482 3.9277 1.8760
H -9.9880 2.4364 1.8654
H -9.3947 3.8794 1.0198
C 4.0638 -8.0416 0.4257
C 3.4168 -9.1719 -0.2313
N 2.9090 -10.0589 -0.7469
H 3.3338 -7.2625 0.6254
H 4.5054 -8.3626 1.3667
H 4.8466 -7.6431 -0.2176
C 6.1125 1.3030 8.5181
C 4.8304 1.4744 7.8446
N 3.8220 1.6126 7.3193
H 6.4038 2.2360 8.9956
H 6.0298 0.5249 9.2738
H 6.8737 1.0195 7.7942
```

## Properties
E_HOMO ... -9.266 eV
LUMO ... 0.1 eV
Gap between HOMO and LUMO ... 0.343 Ha

Löwdin charges, unit e, in atom order:
1. C 0.135
2. C -0.203
3. O 0.048
4. C -0.494
5. O 0.169
6. N 0.060
7. C -0.069
8. C -0.431
9. O 0.120
10. N -0.179
11. C -0.088
12. C -0.063
13. H 0.003
14. H 0.132
15. H 0.134
16. H 0.139
17. H 0.077
18. H 0.092
19. H 0.055
20. H 0.089
21. H 0.092
22. H 0.026
23. C -0.057
24. C -0.291
25. N 0.142
26. H 0.087
27. H 0.066
28. H 0.056
29. C -0.087
30. C -0.288
31. N 0.128
32. H 0.026
33. H 0.079
34. H 0.089
35. C -0.065
36. C -0.282
37. N 0.135
38. H 0.083
39. H 0.083
40. H 0.080
41. C -0.088
42. C -0.292
43. N 0.118
44. H 0.045
45. H 0.065
46. H 0.066
47. C -0.063
48. C -0.261
49. N 0.134
50. H 0.030
51. H 0.089
52. H 0.077
53. C -0.060
54. C -0.256
55. N 0.163
56. H 0.083
57. H 0.085
58. H 0.083
59. C -0.062
60. C -0.295
61. N 0.128
62. H 0.079
63. H 0.083
64. H 0.084
65. C -0.055
66. C -0.259
67. N 0.140
68. H 0.086
69. H 0.086
70. H 0.085
71. C -0.068
72. C -0.289
73. N 0.124
74. H 0.082
75. H 0.083
76. H 0.067
77. C -0.071
78. C -0.283
79. N 0.125
80. H 0.061
81. H 0.088
82. H 0.083
83. C -0.062
84. C -0.268
85. N 0.135
86. H 0.085
87. H 0.084
88. H 0.084

The following is a DFT calculation (ωB97M-V/def2-TZVPD) of one molecule with the formula C4H6ClFO.

```
13
Properties=species:S:1:pos:R:3
F 1.4519 1.3233 0.0240
C 1.1202 0.8159 -1.2523
C 0.1794 -0.3025 -1.0481
O -1.0988 -0.0816 -0.4841
C -1.4460 -0.3050 0.8351
C -0.6106 -0.3113 1.8406
Cl -1.0207 -0.8084 3.3985
H 2.1203 0.4331 -1.6124
H 0.7335 1.5989 -1.8717
H 0.6795 -1.0923 -0.4388
H -0.0132 -0.7673 -2.0195
H -2.4985 -0.4691 0.8952
H 0.4029 -0.0337 1.7335
```

## Properties
E_HOMO ... -8.858 eV
LUMO ... 0.9 eV
Energy relative to the best compared isomer or geometry (same formula, charge and spin) ... 16.8 kcal per mole
Gap between HOMO and LUMO ... 0.359 Ha

Löwdin charges, unit e, in atom order:
1. F -0.074
2. C -0.154
3. C -0.208
4. O -0.089
5. C -0.205
6. C -0.608
7. Cl 0.642
8. H 0.144
9. H 0.114
10. H 0.141
11. H 0.132
12. H 0.117
13. H 0.048

The following is a DFT calculation (ωB97M-V/def2-TZVPD) of one molecule with the formula C4H5NO2.

```
12
Properties=species:S:1:pos:R:3
C -1.6573 -1.3263 -0.1393
N -0.8392 -0.6130 0.5069
C -0.5348 0.7040 -0.0150
C 0.8794 0.3292 -0.4653
O 1.1496 -0.3298 -1.4399
C 1.9724 0.6041 0.5672
O 1.7420 1.1044 1.6382
H -2.3527 -0.9339 -0.8895
H -1.6567 -2.3994 0.0363
H -1.1943 1.0552 -0.8251
H -0.4651 1.4555 0.7760
H 2.9780 0.2766 0.2453
```

## Properties
E_HOMO ... -9.825 eV
LUMO ... -0.6 eV
Energy relative to the best compared isomer or geometry (same formula, charge and spin) ... 52.1 kcal per mole
Gap between HOMO and LUMO ... 0.338 Ha

Löwdin charges, unit e, in atom order:
1. C -0.031
2. N -0.019
3. C -0.158
4. C -0.350
5. O 0.114
6. C -0.164
7. O 0.086
8. H 0.081
9. H 0.074
10. H 0.123
11. H 0.111
12. H 0.131

The following is a DFT calculation (ωB97M-V/def2-TZVPD) of one molecule with the formula C4H5FN2.

```
12
Properties=species:S:1:pos:R:3
F -3.0960 -0.6992 0.0140
C -2.0335 0.1968 -0.0785
C -0.6372 -0.1651 0.1815
C 0.5468 0.8258 0.0882
N 1.7035 -0.0189 0.0382
C 1.2136 -1.2929 -0.0550
N -0.0972 -1.3440 0.1121
H -2.4788 1.3108 -0.0820
H 0.2899 1.4624 1.0264
H 0.1800 1.6283 -0.7951
H 2.6085 0.3688 -0.4106
H 1.8004 -2.2727 -0.0392
```

## Properties
E_HOMO ... -7.491 eV
LUMO ... 0.4 eV
Energy relative to the best compared isomer or geometry (same formula, charge and spin) ... 80.5 kcal per mole
Gap between HOMO and LUMO ... 0.290 Ha

Löwdin charges, unit e, in atom order:
1. F -0.066
2. C -0.066
3. C -0.337
4. C -0.194
5. N -0.004
6. C -0.150
7. N 0.053
8. H 0.137
9. H 0.131
10. H 0.168
11. H 0.180
12. H 0.149